125
Properties=species:S:1:pos:R:3:lowdin_charge:R:1 method="wB97M-V/def2-TZVPD" total_charge=0 orbital_gap_ev=9.93
C -5.05 4.80 -3.50 -0.183
C -3.83 3.91 -4.16 -0.253
C -2.34 4.57 -3.95 -0.206
C -2.10 5.13 -2.39 -0.268
C -1.94 3.81 -1.40 -0.195
C -1.17 4.21 0.02 -0.216
C -1.20 2.90 1.04 -0.225
C 0.29 2.15 1.07 -0.192
C 0.34 0.92 -0.07 -0.182
C 1.59 1.28 -1.06 -0.098
B 1.97 0.12 -2.16 -0.401
O 1.06 -0.49 -3.15 0.130
B 1.83 -1.04 -4.30 -0.154
O 3.19 -0.56 -4.71 0.129
B 3.84 0.10 -3.56 -0.469
C 4.94 1.32 -3.63 -0.165
C 4.14 2.70 -4.11 -0.034
F 5.47 1.48 -2.22 -0.125
O 3.40 -0.35 -2.20 0.035
H -6.09 4.67 -4.03 0.026
H -4.80 5.95 -3.41 0.052
H -5.20 4.43 -2.38 0.084
H -3.98 3.73 -5.32 0.110
H -3.90 2.83 -3.67 0.046
H -1.46 3.81 -4.14 0.106
H -2.14 5.51 -4.66 0.113
H -2.93 5.88 -2.04 0.013
H -1.09 5.74 -2.44 0.051
H -1.24 2.98 -1.90 0.108
H -3.00 3.31 -1.20 0.119
H -1.62 5.16 0.54 0.038
H -0.06 4.50 -0.30 0.099
H -1.42 3.32 2.13 0.087
H -2.07 2.14 0.75 0.092
H 1.14 2.94 0.81 0.108
H 0.53 1.70 2.15 0.080
H 0.39 -0.13 0.44 0.105
H -0.66 1.06 -0.71 0.112
H 2.56 1.49 -0.40 0.137
H 1.40 2.29 -1.65 0.123
H 1.33 -1.90 -4.98 0.107
H 5.86 1.12 -4.33 0.152
H 4.64 3.68 -3.70 0.101
H 3.04 2.58 -3.65 0.090
H 4.08 2.64 -5.28 0.105
C -5.39 -0.35 -4.12 -1.994
Cl -5.91 -1.72 -3.10 0.518
Cl -3.69 0.04 -3.77 0.521
Cl -5.57 -0.78 -5.84 0.475
Cl -6.41 1.07 -3.75 0.522
C 5.62 -3.47 -2.23 -1.928
Cl 6.17 -4.21 -3.76 0.504
Cl 3.90 -3.86 -1.98 0.497
Cl 6.58 -4.11 -0.88 0.506
Cl 5.82 -1.70 -2.32 0.665
C 5.93 -6.87 2.00 -1.983
Cl 6.47 -8.11 0.84 0.519
Cl 5.07 -7.65 3.35 0.483
Cl 7.35 -5.99 2.62 0.519
Cl 4.83 -5.73 1.18 0.455
C 0.52 -4.95 0.36 -1.980
Cl -1.06 -5.74 0.07 0.526
Cl 1.14 -4.29 -1.18 0.492
Cl 0.32 -3.64 1.54 0.500
Cl 1.67 -6.16 1.00 0.496
C -0.94 8.22 -0.38 -1.946
Cl -0.63 9.97 -0.21 0.493
Cl 0.45 7.44 -1.16 0.548
Cl -1.19 7.51 1.24 0.548
Cl -2.40 7.97 -1.37 0.584
C -2.04 0.05 4.12 -1.983
Cl -1.50 -1.20 2.97 0.494
Cl -2.90 -0.73 5.48 0.491
Cl -0.62 0.93 4.75 0.526
Cl -3.13 1.19 3.30 0.542
C -7.50 6.40 -6.29 -1.979
Cl -8.74 6.72 -5.05 0.524
Cl -7.94 7.24 -7.80 0.496
Cl -5.92 6.99 -5.72 0.516
Cl -7.41 4.65 -6.60 0.526
C -2.75 -1.77 9.23 -2.005
Cl -2.44 -0.02 9.40 0.512
Cl -1.36 -2.55 8.45 0.509
Cl -3.00 -2.48 10.85 0.490
Cl -4.21 -2.02 8.24 0.496
C 3.41 -11.34 3.38 -1.990
Cl 2.72 -9.88 2.62 0.493
Cl 2.24 -12.00 4.55 0.519
Cl 3.73 -12.56 2.12 0.496
Cl 4.92 -10.92 4.21 0.477
C -4.39 10.51 -7.55 -2.001
Cl -5.94 9.64 -7.68 0.465
Cl -3.62 10.60 -9.15 0.514
Cl -4.69 12.16 -6.95 0.513
Cl -3.32 9.65 -6.42 0.501
C 1.12 12.07 2.88 -2.007
Cl -0.12 12.39 4.12 0.513
Cl 0.68 12.91 1.37 0.500
Cl 2.70 12.66 3.45 0.513
Cl 1.21 10.31 2.58 0.487
C -3.74 -2.52 14.78 -2.011
Cl -3.67 -0.87 14.12 0.505
Cl -5.27 -3.29 14.26 0.512
Cl -2.36 -3.47 14.17 0.478
Cl -3.68 -2.46 16.56 0.514
C 5.30 -7.61 -6.02 -2.011
Cl 5.05 -8.62 -7.47 0.512
Cl 6.56 -8.34 -5.00 0.509
Cl 5.81 -5.98 -6.52 0.486
Cl 3.78 -7.50 -5.10 0.509
C 2.04 -4.28 14.55 -2.015
Cl 0.80 -3.96 15.79 0.493
Cl 1.60 -3.44 13.04 0.505
Cl 3.62 -3.69 15.12 0.511
Cl 2.13 -6.04 14.25 0.510
C -3.66 -3.17 -8.47 -2.004
Cl -3.37 -2.91 -6.73 0.483
Cl -5.11 -2.26 -8.97 0.501
Cl -2.25 -2.60 -9.40 0.513
Cl -3.92 -4.91 -8.78 0.514
C 6.95 -14.58 3.32 -2.003
Cl 6.70 -15.59 1.88 0.512
Cl 8.21 -15.31 4.35 0.516
Cl 7.46 -12.95 2.82 0.495
Cl 5.43 -14.47 4.24 0.486

54
Properties=species:S:1:pos:R:3:lowdin_charge:R:1 method="wB97M-V/def2-TZVPD" total_charge=+1 orbital_gap_ev="8.73 / 6.67" spin_multiplicity=5
Ir 1.03 0.17 -0.58 1.506
C 1.61 -1.43 2.74 -0.152
Si 0.24 -1.94 1.54 0.534
C 0.97 -2.87 0.03 -0.165
C -1.07 -3.00 2.43 -0.147
C -0.70 -0.46 0.68 -0.432
C -1.56 -0.94 -0.39 -0.439
C -2.79 -1.58 -0.28 -0.014
C -3.40 -2.07 -1.42 -0.024
C -2.79 -1.87 -2.66 -0.037
C -1.58 -1.18 -2.70 -0.112
N -0.99 -0.74 -1.60 0.006
Si -1.42 1.03 1.66 0.542
C -0.15 1.71 2.89 -0.160
C -3.07 0.58 2.50 -0.153
C -1.72 2.28 0.23 -0.168
H 2.11 -2.32 3.11 0.044
H 1.24 -0.90 3.60 0.026
H 2.37 -0.82 2.26 0.007
H 1.69 -3.62 0.35 0.042
H 1.51 -2.19 -0.64 -0.003
H 0.20 -3.37 -0.56 0.038
H -0.59 -3.84 2.93 0.038
H -1.81 -3.42 1.74 0.025
H -1.60 -2.43 3.19 0.027
H -3.25 -1.71 0.69 0.111
H -4.33 -2.60 -1.36 0.121
H -3.24 -2.24 -3.56 0.111
H -1.07 -1.01 -3.64 0.116
H -0.06 1.09 3.78 0.030
H -0.45 2.70 3.23 0.042
H 0.83 1.80 2.45 -0.014
H -2.99 -0.31 3.11 0.022
H -3.87 0.42 1.78 0.027
H -3.38 1.39 3.15 0.037
H -0.78 2.47 -0.29 -0.003
H -2.10 3.22 0.61 0.035
H -2.44 1.89 -0.49 0.030
C 2.40 1.50 -4.74 0.027
C 1.45 1.25 -3.61 -0.548
N 0.30 1.93 -3.62 0.209
O 1.74 0.45 -2.72 -0.091
H 1.91 1.42 -5.70 0.095
H 3.22 0.78 -4.69 0.097
H 2.81 2.50 -4.64 0.102
H 0.05 2.56 -4.37 0.129
H -0.33 1.85 -2.83 0.099
Cl 3.67 2.39 2.84 0.649
C 4.13 2.38 1.12 -0.982
Cl 5.72 1.65 0.90 0.649
C 3.04 1.56 0.44 -0.820
O 2.03 2.17 0.01 -0.084
O 3.12 0.32 0.36 -0.100
H 4.13 3.41 0.77 0.079

91
Properties=species:S:1:pos:R:3:lowdin_charge:R:1 method="wB97M-V/def2-TZVPD" total_charge=-1 orbital_gap_ev="1.45 / 9.07" spin_multiplicity=2
O 7.92 -3.41 -11.58 -0.067
H 8.01 -2.68 -12.18 0.005
H 8.52 -3.21 -10.86 -0.012
O 5.19 -3.14 -11.78 -0.084
H 6.15 -3.13 -11.75 -0.044
H 4.93 -2.28 -11.46 0.019
C 10.95 -0.93 -14.93 -0.070
C 9.84 -1.98 -15.07 -0.429
C 8.47 -1.32 -14.96 -0.218
O 8.22 -0.99 -13.60 -0.205
C 6.95 -0.43 -13.49 -0.133
N 10.11 -2.69 -16.33 0.032
H 11.00 -0.26 -15.78 0.075
H 11.93 -1.43 -14.92 0.066
H 10.98 -0.34 -14.01 0.066
H 9.83 -2.71 -14.26 0.132
H 7.73 -2.05 -15.29 0.097
H 8.27 -0.53 -15.69 0.129
H 6.75 -0.17 -12.45 0.086
H 6.21 -1.11 -13.92 0.088
H 6.97 0.55 -13.98 0.085
H 9.46 -3.45 -16.14 -0.001
H 10.99 -3.18 -16.26 0.064
C 10.91 -1.66 -10.88 -0.064
C 11.33 -3.03 -10.34 -0.391
C 12.47 -2.89 -9.32 -0.260
O 13.68 -2.82 -10.06 -0.185
C 14.84 -2.35 -9.41 -0.159
N 10.14 -3.47 -9.61 0.032
H 10.09 -1.76 -11.59 0.052
H 11.68 -1.28 -11.54 0.067
H 10.79 -0.85 -10.16 0.073
H 11.65 -3.72 -11.11 0.140
H 12.60 -3.73 -8.64 0.099
H 12.24 -2.17 -8.53 0.101
H 14.89 -2.78 -8.42 0.072
H 14.87 -1.28 -9.20 0.068
H 15.77 -2.52 -9.96 0.077
H 10.46 -4.22 -9.01 0.060
H 9.93 -2.80 -8.88 0.017
C 7.31 -1.47 -7.97 -0.076
C 8.53 -0.55 -7.66 -0.453
C 8.25 0.39 -6.54 -0.313
O 7.13 1.22 -6.89 -0.171
C 6.66 1.94 -5.83 -0.203
N 9.59 -1.53 -7.37 0.015
H 6.37 -0.92 -8.04 0.062
H 7.10 -2.23 -7.21 0.066
H 7.40 -2.00 -8.92 0.054
H 8.82 0.06 -8.52 0.125
H 9.17 0.95 -6.44 0.091
H 8.07 -0.28 -5.69 0.100
H 5.90 2.68 -6.09 0.077
H 7.47 2.49 -5.34 0.076
H 6.14 1.36 -5.06 0.074
H 9.07 -2.30 -6.98 0.021
H 10.14 -1.25 -6.57 0.002
C 6.67 -4.65 -14.42 -0.061
C 7.52 -5.72 -15.11 -0.383
C 6.68 -6.85 -15.75 -0.192
O 7.33 -8.11 -16.00 -0.186
C 6.49 -9.10 -16.54 -0.146
N 8.26 -5.11 -16.23 0.030
H 6.15 -5.09 -13.57 0.078
H 5.87 -4.32 -15.07 0.086
H 7.30 -3.81 -14.13 0.054
H 8.17 -6.12 -14.32 0.145
H 6.18 -6.63 -16.69 0.122
H 5.92 -6.98 -14.97 0.114
H 6.99 -10.06 -16.60 0.082
H 6.37 -8.87 -17.60 0.079
H 5.51 -9.29 -16.11 0.086
H 8.67 -5.87 -16.75 0.077
H 7.52 -4.75 -16.81 0.078
C 6.18 -8.14 -5.76 -0.065
C 5.27 -7.97 -7.02 -0.438
C 6.11 -7.67 -8.28 -0.208
O 6.55 -6.32 -8.20 -0.208
C 7.13 -5.85 -9.44 -0.106
N 4.61 -9.23 -7.18 0.002
H 6.91 -8.94 -5.92 0.073
H 5.56 -8.47 -4.93 0.059
H 6.70 -7.25 -5.41 0.067
H 4.46 -7.24 -6.92 0.132
H 5.55 -7.78 -9.21 0.112
H 7.00 -8.30 -8.30 0.122
H 8.15 -6.24 -9.48 0.083
H 7.11 -4.76 -9.45 0.066
H 6.55 -6.09 -10.34 0.078
H 3.95 -9.31 -6.42 0.067
H 4.09 -9.17 -8.04 0.064

Record order is preserved below.
ΔE to the lowest compared entry with this formula, charge and spin: 62.3 32.4 48.5 kJ/mol